Entry 1:
# C18H37ClFN5O5P

2 unconnected molecules or ions with the total composition C18H37ClFN5O5P (wB97M-V/def2-TZVPD, the Open Molecules 2025 dataset).

Output
Total charge: +1
HOMO-LUMO gap in eV: 7.44

Last column: Mulliken charge in e.
Positions of all 68 atoms, in Å:
C 1.391 -1.729 2.355  0.449
C 0.405 -1.034 2.240  -1.356
C -0.747 -0.079 1.769  -0.226
C -0.194 1.398 1.583  0.466
F 0.777 1.579 2.606  -0.410
C 0.589 1.423 0.196  -1.133
N 1.316 2.699 -0.033  0.048
C 1.885 2.621 -1.422  -0.521
C 3.266 1.817 -1.296  -0.605
C 4.543 2.779 -1.357  -0.458
Cl 5.956 1.721 -1.846  -0.201
C 0.266 3.752 -0.001  0.366
O 0.995 5.005 0.006  -0.542
C -0.572 3.753 1.356  -0.748
N -1.268 2.462 1.654  0.328
C -2.425 2.111 0.770  -0.589
C -3.433 3.294 0.442  -0.693
C -3.418 3.640 -1.135  -0.620
C -4.392 2.548 -1.813  -0.647
N -5.827 2.964 -1.785  -0.346
C -6.546 1.881 -1.073  0.460
N -7.021 2.180 0.092  -0.607
N -6.677 0.551 -1.656  -0.567
H 2.283 -2.398 2.215  0.347
H -1.217 -0.463 0.823  0.378
H -1.475 -0.051 2.647  0.479
H 1.340 0.571 0.275  0.404
H -0.082 1.132 -0.685  0.302
H 2.055 3.650 -1.852  0.502
H 1.223 2.052 -2.142  0.277
H 3.288 1.024 -2.110  0.398
H 3.287 1.328 -0.281  0.253
H 4.366 3.638 -2.060  0.314
H 4.701 3.183 -0.307  0.308
H -0.368 3.774 -0.938  -0.057
H 0.384 5.750 -0.155  0.377
H 0.194 3.960 2.173  0.298
H -1.230 4.662 1.330  0.533
H -1.588 2.502 2.642  0.453
H -2.118 1.659 -0.226  0.249
H -3.049 1.299 1.267  0.280
H -3.325 4.210 1.090  0.463
H -4.490 2.914 0.629  0.302
H -2.408 3.474 -1.609  0.164
H -3.757 4.693 -1.341  0.434
H -4.228 1.561 -1.269  0.159
H -4.015 2.420 -2.878  0.434
H -6.164 2.850 -2.758  0.336
H -7.503 1.357 0.479  0.208
H -5.763 0.182 -1.960  0.273
H -6.975 -0.105 -0.923  0.282
C 5.422 -7.142 -1.348  -0.644
O 4.185 -6.456 -1.213  -0.338
P 3.881 -5.624 0.242  1.020
O 4.436 -6.734 1.120  -0.600
O 2.274 -5.806 0.002  -0.304
C 1.756 -7.112 -0.230  -0.623
O 3.592 -4.586 1.561  -0.412
C 2.720 -5.025 2.589  -0.659
H 5.591 -7.337 -2.408  0.250
H 6.247 -6.544 -0.961  0.329
H 5.377 -8.099 -0.828  0.257
H 2.383 -7.888 0.213  0.332
H 1.663 -7.282 -1.304  0.243
H 0.763 -7.169 0.219  0.250
H 2.902 -6.063 2.871  0.326
H 1.681 -4.901 2.279  0.280
H 2.895 -4.398 3.466  0.294


Entry 2:
# C18H37N4NaSi2

A molecular structure, C18H37N4NaSi2 (wB97M-V/def2-TZVPD, the Open Molecules 2025 dataset).

Output
HOMO-LUMO gap in eV: 6.31

Last column: Mulliken charge in e.
Positions of all 62 atoms, in Å:
Na -11.435 -2.195 -6.704  0.340
C -8.316 -1.469 -5.784  -1.096
C -8.087 -2.557 -6.889  -0.716
N -9.208 -3.460 -6.973  0.026
C -9.467 -4.098 -8.215  -0.906
C -9.718 -3.053 -9.288  0.314
C -9.291 -3.152 -10.578  -1.186
C -9.579 -2.110 -11.441  -0.612
C -10.312 -1.018 -11.014  -1.197
C -10.765 -1.071 -9.712  0.777
C -11.655 0.020 -9.158  -1.612
N -11.785 0.104 -7.739  0.040
C -10.774 0.967 -7.115  -1.271
C -9.412 0.321 -6.980  -0.501
N -9.450 -0.648 -5.930  0.109
N -10.447 -2.016 -8.884  1.218
H -7.340 -0.896 -5.697  0.353
H -8.398 -2.045 -4.844  0.364
H -7.136 -3.018 -6.633  0.422
H -7.937 -2.048 -7.863  0.292
H -9.234 -4.122 -6.173  0.271
H -10.330 -4.745 -8.156  0.179
H -8.665 -4.812 -8.572  0.392
H -8.785 -4.054 -10.942  0.452
H -9.136 -2.137 -12.417  0.427
H -10.630 -0.253 -11.699  0.509
H -12.618 -0.105 -9.696  0.477
H -11.238 0.943 -9.528  0.443
H -12.656 0.537 -7.485  0.279
H -11.115 1.260 -6.140  0.542
H -10.630 1.879 -7.688  0.426
H -8.653 1.098 -6.779  0.462
H -9.109 -0.224 -7.859  0.278
H -9.737 -0.269 -5.019  0.264
C -11.611 -4.049 -3.317  -1.046
Si -13.073 -3.482 -4.358  0.286
C -14.578 -4.193 -3.495  -1.014
C -13.108 -1.603 -4.095  -0.934
C -12.901 -4.061 -6.036  0.175
Si -14.144 -4.049 -7.339  0.038
C -15.253 -2.538 -7.309  -0.989
C -13.337 -4.105 -9.077  -0.918
C -15.346 -5.506 -7.434  -1.064
H -11.895 -4.014 -2.238  0.271
H -10.654 -3.479 -3.394  0.169
H -11.475 -5.114 -3.571  0.287
H -14.814 -3.795 -2.481  0.318
H -14.452 -5.285 -3.561  0.238
H -15.383 -3.852 -4.166  0.248
H -13.440 -1.282 -3.096  0.418
H -13.819 -1.208 -4.844  0.231
H -12.194 -1.066 -4.326  0.203
H -12.441 -5.089 -5.974  0.099
H -14.782 -1.546 -7.275  0.194
H -15.819 -2.618 -6.369  0.295
H -15.962 -2.481 -8.112  0.436
H -12.813 -3.179 -9.359  0.060
H -14.058 -4.312 -9.901  0.415
H -12.555 -4.847 -9.061  0.224
H -15.754 -5.756 -6.445  0.252
H -14.850 -6.377 -7.854  0.322
H -16.079 -5.219 -8.262  0.226


In the order shown, the computed strongest force on any atom values come out to 8.8 2.6 eV/Å.